A | Entry from OMol25: C4H6N2S in the gas phase (ωB97M-V/def2-TZVPD).

ORCA input file:
```
! RIJCOSX wB97M-V def2-TZVPD def2/J DEFGRID3
* xyz 0 1
C 1.33520 -1.33940 -0.98274
C -0.61950 1.03828 0.92507
C 0.75139 -1.03474 0.30941
C -1.75328 1.30047 0.10488
N 1.66931 -1.61462 -2.04522
N 0.70259 0.47129 0.44153
S -2.11309 0.78033 -1.37084
H -0.26781 1.87507 1.54974
H -0.95945 0.30609 1.65344
H -0.21637 -1.41499 0.34303
H 1.38606 -1.37216 1.22596
H 1.05241 0.98127 -0.26011
H -0.96747 0.02311 -1.89415
*
```

Output
Molar mass, g/mol: 114.17
LUMO energy, eV: -0.1
E_HOMO, eV: -8.69

These are the Mulliken partial charges, in e, on atoms 1 to 6: C 0.192; C -0.414; C -0.290; C -0.236; N -0.417; N -0.323



B | Entry from OMol25: C4H6N2S in the gas phase (ωB97M-V/def2-TZVPD).

ORCA input file:
```
! RIJCOSX wB97M-V def2-TZVPD def2/J DEFGRID3
* xyz 0 1
C 3.17214 -1.31475 -0.52263
C 1.93068 -1.28481 -0.09024
S 0.71509 -0.03614 -0.53061
C -0.59067 -0.53504 0.61788
N -1.64753 0.11549 0.81023
N -1.73323 1.29407 -0.01945
C -2.80534 1.94086 0.31149
H 3.71887 -0.58508 -1.06836
H 3.64762 -2.34360 -0.30097
H 1.49278 -2.07907 0.50468
H -0.38499 -1.43341 1.15415
H -3.03364 2.71439 -0.42082
H -3.45768 1.60053 1.18659
*
```

Output
SMILES string: C=CS/C=N\N=C
Molar mass, g/mol: 114.17
LUMO energy, eV: 0.6
E_HOMO, eV: -8.64

These are the Mulliken partial charges, in e, on atoms 1 to 6: C -0.594; C -0.031; S 0.042; C -0.132; N -0.289; N -0.282



Preferred: B; penalty for the next structure: 27.6 kcal/mol.



A | Entry from OMol25: a molecular structure, C4H6N2S (ωB97M-V/def2-TZVPD).

ORCA input file:
```
! RIJCOSX wB97M-V def2-TZVPD def2/J DEFGRID3
* xyz 0 1
C -0.38961 -0.38574 -0.24886
C 0.78194 0.26793 -1.12441
C 0.42673 1.32764 0.93602
C -0.61403 0.41167 0.91201
H -1.78526 -3.77168 0.14494
H 0.63516 0.48464 -2.12821
H 1.69786 -0.32533 -0.99330
H 1.95479 1.85349 -0.33441
H 0.79736 2.11801 1.65305
H -1.42571 0.05907 1.59732
N -0.91686 -1.46201 -0.61343
N 1.06301 1.47505 -0.22163
S -2.22539 -2.05275 0.42091
*
```

Output
Molar mass, g/mol: 114.17
LUMO energy, eV: 0.3
E_HOMO, eV: -7.78

These are the Mulliken partial charges, in e, on atoms 1 to 6: C 0.654; C -0.397; C -0.474; C -0.362; H 0.149; H 0.341



B | Entry from OMol25: a molecular structure, C4H6N2S (ωB97M-V/def2-TZVPD).

ORCA input file:
```
! RIJCOSX wB97M-V def2-TZVPD def2/J DEFGRID3
* xyz 0 1
C -1.95706 0.13218 -1.20134
C -0.62059 0.10903 -0.76909
C 0.97554 -0.59346 0.49389
C -1.59386 1.42295 1.44853
H -2.75950 -0.13444 -0.48305
H -1.89400 0.16667 -2.54924
H 0.41950 0.05023 -1.40609
H 1.19676 -0.92109 1.49351
H -2.25804 1.73884 0.72714
H -1.73135 2.06545 2.44664
N -0.21378 -0.09184 0.50274
N -0.58744 0.74636 1.57755
S 1.98819 -0.87322 -0.91393
*
```

Output
Molar mass, g/mol: 114.17
LUMO energy, eV: -0.1
E_HOMO, eV: -8.39

These are the Mulliken partial charges, in e, on atoms 1 to 6: C -0.780; C 0.035; C 0.009; C -0.360; H 0.366; H 0.200



C | Entry from OMol25: C4H6N2S in the gas phase (ωB97M-V/def2-TZVPD).

ORCA input file:
```
! RIJCOSX wB97M-V def2-TZVPD def2/J DEFGRID3
* xyz 0 1
C -0.16464 1.71182 -0.05464
N -1.41777 1.40869 -0.23714
S -2.09645 -0.11852 0.03532
C -0.70674 -1.35363 -0.00430
C 0.43903 -0.52888 -0.53184
N 1.79930 -0.09453 -0.14263
C 0.64497 0.57842 0.38619
H 0.14565 2.75415 -0.25768
H -1.09844 -2.15406 -0.67262
H -0.48170 -1.80770 0.98640
H 0.32183 -0.18693 -1.60509
H 2.15340 -0.58777 0.63940
H 0.46156 0.37893 1.45864
*
```

Output
SMILES string: C1=NSC[C@@H]2N[C@@H]12
Molar mass, g/mol: 114.17
LUMO energy, eV: 0.9
E_HOMO, eV: -8.66

These are the Mulliken partial charges, in e, on atoms 1 to 6: C -0.200; N -0.404; S -0.001; C -0.604; C -0.155; N -0.626



Preferred: C; penalty for the next structure: 1.4 kcal/mol.



A | Entry from OMol25: 2 unconnected molecules or ions with the total composition C6H9N2O2 (ωB97M-V/def2-TZVPD).

ORCA input file:
```
! RIJCOSX wB97M-V def2-TZVPD def2/J DEFGRID3
* xyz -1 1
C 0.08035 0.90649 2.72180
C -0.34108 -0.51822 3.23415
O 0.20943 -1.30970 4.00282
O -1.33683 -0.66922 2.43475
H 1.17425 1.16502 2.73205
H -0.26776 1.68841 3.34371
H -0.06078 1.29800 1.78125
C 1.04955 0.20691 -3.31245
C 0.38780 -0.24077 -2.08405
C -1.01538 -1.41047 -0.74510
C 0.14287 0.46562 -0.94444
N -0.39122 -1.48693 -1.96010
N -0.91558 -0.11620 -0.14513
H -1.68239 -2.12846 -0.33856
H 0.43275 -0.08910 -4.22626
H 2.01108 -0.33489 -3.44453
H -1.08535 -0.00757 0.88916
H 0.36796 1.34150 -0.53277
H 1.24033 1.23957 -3.40630
*
```

Output
Molar mass, g/mol: 141.15
LUMO energy, eV: 3.5
E_HOMO, eV: -4.50

These are the Mulliken partial charges, in e, on atoms 1 to 6: C -0.976; C 0.693; O -0.707; O -0.790; H 0.285; H 0.300



B | Entry from OMol25: 2 unconnected molecules or ions with the total composition C6H9N2O2 (ωB97M-V/def2-TZVPD).

ORCA input file:
```
! RIJCOSX wB97M-V def2-TZVPD def2/J DEFGRID3
* xyz -1 1
C -1.71577 2.19176 1.60013
C -0.99185 1.84581 -1.88053
C -1.21741 1.86272 0.26358
C -0.24243 0.94258 -0.04620
N -1.71615 2.36213 -0.93850
N -0.12142 0.89748 -1.40598
H -1.05952 2.10944 -2.92170
H 0.62980 0.34005 -1.74306
H 0.32695 0.36017 0.66982
H -2.80809 2.11813 1.57009
H -1.27790 3.13332 1.95781
H -1.40536 1.49084 2.37892
C 1.56416 -3.48801 -0.00750
C 1.86895 -1.93247 0.19733
O 2.62645 -1.37937 -0.60671
O 1.20145 -1.42836 1.13449
H 2.35269 -4.19845 0.22728
H 1.28357 -3.52477 -1.06319
H 0.70188 -3.70300 0.61392
*
```

Output
Molar mass, g/mol: 141.15
LUMO energy, eV: 3.8
E_HOMO, eV: -4.45

These are the Mulliken partial charges, in e, on atoms 1 to 6: C -1.075; C -0.272; C 0.438; C -0.391; N -0.692; N -0.011



C | Entry from OMol25: 2 unconnected molecules or ions with the total composition C6H9N2O2 (ωB97M-V/def2-TZVPD).

ORCA input file:
```
! RIJCOSX wB97M-V def2-TZVPD def2/J DEFGRID3
* xyz -1 1
C -1.15960 -3.59814 -2.08586
C -1.07129 -2.25833 -1.30394
O -1.97004 -1.95221 -0.48866
O 0.03611 -1.69332 -1.47666
H -2.23494 -3.83886 -2.21786
H -0.74714 -4.28693 -1.33221
H -0.66303 -3.76805 -3.02306
C 0.08668 3.57472 1.19969
C 1.78399 0.48923 1.51597
C 0.64225 2.24515 0.89371
C 0.16729 1.16618 0.18108
N 1.68499 1.82914 1.67681
N 0.92729 0.08007 0.58554
H 2.54611 -0.08443 1.99346
H 0.59772 -0.85638 0.34898
H -0.52822 1.08612 -0.64473
H 0.49854 4.41543 0.61970
H 0.40335 3.95458 2.18788
H -1.00006 3.49604 1.37017
*
```

Output
Molar mass, g/mol: 141.15
LUMO energy, eV: 3.8
E_HOMO, eV: -4.60

These are the Mulliken partial charges, in e, on atoms 1 to 6: C -0.936; C 0.701; O -0.723; O -0.774; H 0.261; H 0.175



D | Entry from OMol25: a molecular structure, C6H9N2O2 (ωB97M-V/def2-TZVPD).

ORCA input file:
```
! RIJCOSX wB97M-V def2-TZVPD def2/J DEFGRID3
* xyz -1 1
C 3.79167 0.18843 -0.45139
C -0.61689 -1.08088 -0.17106
C -0.10699 0.22348 0.29914
C -1.87721 -1.74169 -0.44303
C -0.27658 1.29512 -0.89561
C -0.52097 0.80743 1.68031
N 0.63174 -1.51876 -0.37727
N 1.16940 -0.38174 0.22726
O 4.20333 -0.25202 0.52460
O 3.53747 0.63051 -1.48403
H -2.14967 -2.54635 0.28072
H -1.95712 -2.41093 -1.37388
H -2.76455 -1.09223 -0.57203
H 0.49277 1.13489 -1.57032
H -0.11014 2.30643 -0.53529
H -1.35403 1.34337 -1.27258
H 0.29363 1.26870 2.25239
H -1.14589 0.07695 2.33940
H -1.23997 1.74931 1.54266
*
```

Output
Molar mass, g/mol: 141.15
LUMO energy (spin up / spin down), eV: 3.7 / 3.7
E_HOMO (spin up / spin down), eV: -1.62 / -1.62

These are the Mulliken partial charges, in e, on atoms 1 to 6: C 0.717; C -0.220; C 1.778; C -1.240; C -1.502; C -1.340



Preferred: B; penalty for the next structure: 2.4 kcal/mol.



A | Entry from OMol25: 2 unconnected molecules or ions with the total composition C6H9N2O2 (ωB97M-V/def2-TZVPD).

ORCA input file:
```
! RIJCOSX wB97M-V def2-TZVPD def2/J DEFGRID3
* xyz -1 1
C 1.70199 0.68354 -0.69049
C 2.84030 0.31223 0.33788
O 3.47049 1.33002 0.71743
O 2.87129 -0.89109 0.64221
H 1.45523 -0.12504 -1.37653
H 1.90985 1.47957 -1.40827
H 0.82658 0.87312 -0.07238
C -0.36089 -1.56536 0.62796
C -1.36150 -0.65137 0.08338
C -3.13203 -0.00982 -0.96093
C -1.49589 0.67940 0.36407
N -2.37380 -1.09431 -0.73179
N -2.61598 1.07091 -0.35029
H -4.07338 -0.11339 -1.46727
H -0.59808 -2.62284 0.57322
H 0.08310 -1.28799 1.58385
H -2.95205 2.02511 -0.34020
H -1.08054 1.43266 1.00965
H 0.54373 -1.49624 -0.00526
*
```

Output
Molar mass, g/mol: 141.15
LUMO energy, eV: 3.1
E_HOMO, eV: -3.78

These are the Mulliken partial charges, in e, on atoms 1 to 6: C -0.426; C 0.589; O -0.736; O -0.681; H 0.296; H 0.388



B | Entry from OMol25: 2 unconnected molecules or ions with the total composition C6H9N2O2 (ωB97M-V/def2-TZVPD).

ORCA input file:
```
! RIJCOSX wB97M-V def2-TZVPD def2/J DEFGRID3
* xyz -1 1
C -2.41695 0.14462 2.13108
C -0.48596 1.64624 -0.46068
C -1.32188 0.66030 1.21538
C 0.00873 0.85584 1.45008
N -1.65637 1.10352 -0.04325
N 0.56181 1.46228 0.34029
H -0.51264 2.17724 -1.40164
H 1.82016 0.43714 -0.89487
H 0.65710 0.60861 2.28076
H -2.28807 0.57276 3.13538
H -2.42176 -0.93332 2.05512
H -3.34242 0.66411 1.89985
C 1.82364 -1.79980 -1.25932
C 1.35928 -0.72812 -2.22971
O 1.52696 0.51155 -1.79012
O 0.98875 -1.01280 -3.33563
H 1.22031 -1.88039 -0.35078
H 2.86098 -1.75617 -0.95570
H 1.61835 -2.73361 -1.78623
*
```

Output
Molar mass, g/mol: 141.15
LUMO energy, eV: 3.6
E_HOMO, eV: -3.26

These are the Mulliken partial charges, in e, on atoms 1 to 6: C -1.006; C -0.177; C 0.686; C -0.604; N -0.730; N -0.708



C | Entry from OMol25: 2 unconnected molecules or ions with the total composition C6H9N2O2 (ωB97M-V/def2-TZVPD).

ORCA input file:
```
! RIJCOSX wB97M-V def2-TZVPD def2/J DEFGRID3
* xyz -1 1
C 2.02103 2.33396 -2.59564
C -0.26009 0.33649 -0.68626
C 0.91132 1.80873 -1.73411
C 0.04707 2.50919 -0.94568
N 0.72041 0.45881 -1.54319
N -0.70405 1.55350 -0.29984
H -0.58270 -0.60306 -0.25336
H -1.40732 1.75184 0.38793
H -0.12002 3.54459 -0.72552
H 1.65030 2.59998 -3.58892
H 2.80967 1.58671 -2.67914
H 2.44461 3.23109 -2.14935
C 0.21796 -1.39229 2.56236
C -0.81305 -2.28202 1.84130
O -0.68833 -3.51101 1.96990
O -1.68685 -1.64178 1.18945
H -0.25133 -0.47500 2.90897
H 0.96932 -1.11956 1.80616
H 0.73766 -1.91531 3.36046
*
```

Output
Molar mass, g/mol: 141.15
LUMO energy, eV: 3.3
E_HOMO, eV: -4.19

These are the Mulliken partial charges, in e, on atoms 1 to 6: C -1.041; C -0.371; C 0.642; C -0.560; N -0.633; N -0.006



Preferred: C; penalty for the next structure: 18.2 kcal/mol.